Record 1
Molecular formula: C14H14BF9N6OPt
Method: DFT, ωB97M-V/def2-TZVPD

```
46
Properties=species:S:1:pos:R:3:forces:R:3:lowdin_spin:R:1
H -0.691 0.074 2.434 -0.296 -0.183 -0.032 0.001
N -1.328 -0.879 0.682 -1.007 -0.325 1.907 0.156
B -2.435 -2.161 -1.210 0.701 1.213 0.488 0.002
N -2.368 -1.679 0.282 0.396 0.573 0.824 0.006
C -3.163 -1.864 1.355 0.519 0.411 0.334 0.003
Pt 0.145 -0.301 -0.590 2.371 1.811 2.243 1.333
H -4.051 -2.456 1.285 -0.223 -0.151 -0.053 0.001
C -2.620 -1.187 2.447 0.095 0.023 0.067 0.005
H -2.983 -1.102 3.457 -0.252 -0.211 -0.078 0.001
C -1.446 -0.577 1.996 -0.586 -0.659 -1.683 0.017
H -3.401 -2.812 -1.476 0.185 -0.007 0.041 0.000
C 2.659 0.579 -1.397 0.016 0.019 -0.899 0.052
H 3.098 1.578 -1.361 -0.636 0.066 0.301 0.003
H 1.569 0.614 -1.774 1.199 0.146 0.202 0.015
H 3.280 0.056 -2.128 -0.454 -0.309 -0.128 0.001
N -1.072 -2.858 -1.462 0.915 -0.329 -0.347 0.005
N -2.368 -0.817 -2.041 0.629 1.108 -0.541 0.007
N 0.094 -2.213 -1.207 0.887 -2.065 -0.728 0.134
N -1.347 0.063 -1.829 -1.432 1.224 -1.891 0.149
C -0.771 -4.090 -1.907 0.224 0.093 0.206 0.001
C -3.150 -0.281 -2.995 0.151 0.419 0.039 0.000
H -1.553 -4.767 -2.176 -0.195 -0.211 -0.052 0.001
H -4.024 -0.808 -3.339 -0.034 0.052 -0.005 0.001
C 0.608 -4.255 -1.908 -0.304 -0.171 -0.065 0.004
C -2.632 0.961 -3.370 -0.240 0.239 -0.342 0.004
C 1.121 -3.048 -1.459 -1.783 0.329 -0.055 0.016
C -1.481 1.160 -2.616 -0.519 -2.104 0.907 0.015
H 1.158 -5.133 -2.181 0.035 -0.152 -0.093 0.001
H -3.014 1.675 -4.081 -0.208 -0.255 -0.056 0.001
H 2.117 -2.714 -1.316 0.596 0.145 0.090 0.002
H -0.729 1.936 -2.527 -0.373 -0.025 -0.220 0.002
H 2.792 0.087 -0.445 -0.125 0.008 0.343 0.008
F 2.852 0.273 2.583 0.163 0.780 -0.407 0.001
C 2.966 1.585 2.262 0.320 0.184 0.156 0.000
F 3.649 2.191 3.272 -0.326 -0.645 -0.774 0.000
F 3.750 1.671 1.147 -0.337 -0.200 0.703 0.000
C 1.547 2.226 2.001 -0.686 1.264 1.667 0.003
O 0.690 1.477 1.365 -0.166 -0.959 -1.124 0.048
C 0.941 2.512 3.513 0.671 0.111 -0.718 0.002
F 1.610 3.517 4.155 -0.915 -0.875 -0.146 0.001
F -0.370 2.843 3.461 0.997 -0.280 0.128 0.000
F 1.047 1.368 4.254 -0.220 1.001 -0.301 0.000
C 1.754 3.683 1.334 0.349 -0.685 0.330 0.000
F 2.824 4.335 1.888 -0.975 -0.258 -0.901 0.000
F 1.987 3.496 0.005 -0.112 0.571 0.828 0.000
F 0.665 4.487 1.457 0.986 -0.729 -0.165 0.000
```
Positions in Å, forces in eV/Å.

total charge = 0
2S+1 = 3
expectation value of S² = 2.004
total energy = -1988.61524 Eh
HOMO (alpha / beta) = -8.3 / -8.9 eV
energy above the lowest of the compared OMol25 structures with the same formula, charge and spin = 20.9 kcal per mole
Kohn-Sham gap (alpha / beta) = 8.508 / 8.147 eV

***

Record 2
Molecular formula: C4H13N3
Method: DFT, ωB97M-V/def2-TZVPD

```
20
Properties=species:S:1:pos:R:3:forces:R:3:nbo_charge:R:1
C -1.703 0.095 -0.248 -0.830 0.771 -0.271 -0.210
N -2.631 1.143 0.252 0.231 -0.469 0.033 -0.840
C -0.269 0.472 0.078 0.311 -0.484 0.241 -0.055
C -0.084 0.768 1.570 -0.570 -0.465 0.139 -0.637
N 0.594 -0.619 -0.347 -0.886 -0.311 -0.826 -0.653
C 1.975 -0.417 -0.630 1.124 -0.264 0.288 -0.033
N 2.559 -1.638 -1.245 -0.530 0.307 -0.143 -0.833
H -1.989 -0.883 0.136 0.282 -0.353 0.184 0.163
H -1.824 0.052 -1.334 0.178 -0.072 0.064 0.196
H -3.505 1.093 -0.258 0.016 0.015 -0.018 0.358
H -2.861 0.909 1.212 -0.056 0.249 0.034 0.348
H -0.072 1.332 -0.552 0.377 0.326 0.085 0.197
H -0.532 1.712 1.869 0.290 0.173 0.034 0.224
H -0.611 -0.010 2.140 -0.098 -0.007 -0.074 0.191
H 0.948 0.647 1.890 0.178 0.520 -0.149 0.215
H 0.431 -1.438 0.226 0.238 -0.012 0.083 0.360
H 2.563 -0.184 0.264 0.120 -0.053 0.197 0.140
H 2.171 0.407 -1.309 -0.686 0.473 -0.083 0.162
H 1.764 -2.125 -1.657 0.078 -0.094 0.062 0.355
H 3.076 -1.317 -2.058 0.233 -0.251 0.122 0.351
```
Positions in Å, forces in eV/Å.

total charge = 0
SMILES string = C[C@H](CN)NCN
total energy = -324.44635 Eh
HOMO = -8.7 eV
energy above the lowest of the compared OMol25 structures with the same formula, charge and spin = 17.9 kcal per mole
Kohn-Sham gap = 9.690 eV

***

Record 3
Molecular formula: C58H45BrKN9O4PS3
Method: DFT, ωB97M-V/def2-TZVPD

```
122
Properties=species:S:1:pos:R:3:forces:R:3:mulliken_charge:R:1
K -0.453 -1.304 0.393 0.571 1.399 0.696 0.893
Br -2.379 3.794 2.498 0.063 0.007 -0.037 -0.233
C -3.320 2.172 2.926 -0.057 0.133 0.000 0.177
C -4.667 2.284 3.224 0.008 0.023 0.004 -0.530
C -5.314 1.111 3.580 0.034 -0.048 0.006 -0.511
C -4.592 -0.067 3.626 -0.001 0.024 0.007 -0.770
C -3.247 -0.057 3.269 -0.052 -0.142 0.059 0.690
N -2.620 1.069 2.912 0.096 -0.002 -0.048 0.031
C -2.481 -1.386 3.258 -0.118 0.079 -0.136 -0.104
O -2.718 -2.147 4.204 -0.086 -0.170 0.223 -0.766
O -1.762 -1.581 2.255 -0.748 -0.074 0.892 -0.365
H -5.171 3.239 3.188 0.006 0.001 -0.014 0.435
H -6.368 1.129 3.828 -0.027 -0.010 0.003 0.409
H -5.036 -1.004 3.930 0.003 -0.013 0.012 0.490
N -0.623 2.125 -0.377 -0.038 -0.153 0.150 1.613
C -0.386 2.856 -1.523 0.013 0.076 -0.090 0.011
C -1.240 3.922 -1.837 0.031 0.017 -0.042 -0.714
C -1.032 4.679 -2.971 -0.054 -0.008 -0.007 -0.738
C 0.032 4.404 -3.824 0.030 0.022 -0.036 -0.874
C 0.867 3.343 -3.526 0.043 0.039 0.000 -0.095
C 0.671 2.544 -2.402 -0.086 -0.020 0.072 0.365
P 1.694 1.090 -1.970 0.206 0.059 0.086 1.921
C 3.343 1.891 -1.805 -0.066 0.013 -0.024 0.174
C 4.218 2.121 -2.862 -0.013 -0.037 -0.118 -0.413
C 5.424 2.768 -2.651 0.056 0.038 0.016 -0.751
C 5.775 3.199 -1.379 0.008 0.011 0.006 -0.602
C 4.912 2.973 -0.317 0.065 0.004 -0.003 -0.994
C 3.712 2.314 -0.532 -0.070 0.010 0.077 -0.004
C 1.927 0.185 -3.531 -0.128 -0.068 0.085 0.304
C 2.873 -0.842 -3.505 0.023 0.002 0.000 -0.634
C 3.037 -1.675 -4.595 0.021 -0.035 -0.026 -0.698
C 2.250 -1.502 -5.726 -0.009 -0.046 -0.007 -0.744
C 1.301 -0.497 -5.754 -0.017 -0.052 -0.045 -0.767
C 1.139 0.340 -4.660 -0.059 0.076 -0.041 -0.181
H -1.218 2.553 0.317 0.036 0.033 0.022 -0.506
H 0.158 1.629 0.028 0.016 0.030 0.040 -1.114
H -2.067 4.142 -1.174 -0.038 0.014 0.037 0.464
H -1.710 5.494 -3.195 -0.011 0.027 -0.003 0.374
H 0.200 5.005 -4.708 0.000 0.006 -0.004 0.428
H 1.699 3.118 -4.184 0.009 -0.010 -0.012 0.385
H 3.960 1.778 -3.858 0.002 0.011 0.033 0.392
H 6.094 2.937 -3.485 0.027 0.004 -0.017 0.427
H 6.721 3.700 -1.217 0.017 0.017 0.004 0.377
H 5.178 3.292 0.683 0.015 0.018 0.030 0.468
H 3.048 2.121 0.303 0.034 -0.031 -0.017 0.171
H 3.474 -1.000 -2.618 0.013 -0.015 0.065 0.532
H 3.761 -2.478 -4.547 0.009 -0.018 -0.009 0.402
H 2.355 -2.174 -6.568 0.012 -0.010 -0.029 0.348
H 0.659 -0.377 -6.616 -0.020 -0.002 -0.043 0.353
H 0.379 1.110 -4.687 -0.019 -0.008 0.001 0.309
O -1.016 -4.403 -2.306 -0.026 -0.010 -0.025 -0.740
S -0.778 -2.982 -2.511 0.021 -0.025 -0.079 1.075
O -0.682 -2.568 -3.896 -0.022 0.061 -0.015 -0.682
N 0.370 -2.381 -1.601 0.215 -0.504 -0.774 1.270
C 1.500 -3.108 -1.299 0.014 0.139 -0.111 0.124
C 1.837 -4.325 -1.881 0.048 -0.084 -0.053 -0.558
C 3.006 -5.022 -1.554 0.069 -0.025 0.025 -1.054
C 3.909 -4.530 -0.655 -0.008 -0.036 -0.027 -0.969
C 3.647 -3.281 -0.056 0.113 0.099 0.056 1.285
C 4.575 -2.683 0.828 0.000 -0.006 0.012 -1.167
C 4.322 -1.458 1.364 -0.003 -0.009 -0.023 -1.505
C 3.107 -0.830 1.028 -0.014 0.076 0.038 -0.236
N 2.217 -1.349 0.226 0.093 -0.240 -0.095 1.174
C 2.459 -2.562 -0.345 -0.123 -0.151 -0.303 -0.371
C -2.366 -2.279 -1.862 0.396 -0.474 -0.168 -0.272
C -3.523 -2.986 -2.630 -0.115 0.063 0.026 -0.154
C -5.473 -1.417 -2.083 -0.062 0.009 0.073 -1.482
C -5.566 -0.663 -0.993 -0.023 -0.037 -0.050 -1.102
C -4.419 0.086 -0.482 0.105 0.081 -0.012 -0.352
C -3.225 0.012 -1.060 -0.007 -0.137 -0.022 -0.772
H 1.170 -4.755 -2.609 -0.001 -0.015 -0.011 0.661
H 3.190 -5.972 -2.040 0.006 -0.020 -0.014 0.396
H 4.819 -5.061 -0.406 0.020 -0.012 0.003 0.389
H 5.491 -3.217 1.059 0.003 -0.012 -0.001 0.359
H 5.016 -0.973 2.037 0.014 0.013 0.016 0.538
H 2.855 0.132 1.459 -0.017 0.015 0.030 0.308
H -3.218 -3.493 -3.542 -0.008 0.038 -0.027 0.733
H -6.338 -1.953 -2.457 -0.041 -0.021 -0.003 0.406
H -6.509 -0.585 -0.468 -0.053 0.007 0.003 0.369
H -4.562 0.726 0.381 0.009 0.006 0.035 0.512
H -2.403 0.605 -0.673 0.031 -0.038 -0.107 0.158
N 1.203 0.927 5.516 0.194 0.072 -0.055 -0.109
C 0.740 -0.198 6.225 -0.079 -0.111 -0.018 -0.172
C 0.462 -0.086 7.576 -0.011 -0.044 -0.015 -0.578
C 0.005 -1.184 8.295 0.009 0.011 -0.005 -0.554
C -0.188 -2.393 7.654 0.018 0.005 -0.024 -0.782
C 0.076 -2.502 6.294 0.017 0.064 0.002 -0.661
C 0.559 -1.419 5.579 -0.147 0.007 0.043 0.752
S 0.880 -1.589 3.852 0.272 0.063 0.141 -0.014
N 1.097 -0.006 3.333 0.087 0.060 0.036 -0.036
C 1.245 0.974 4.123 -0.156 -0.061 0.027 0.295
C 1.568 2.318 3.550 0.017 -0.025 0.061 0.227
C 2.182 3.300 4.329 -0.035 -0.047 -0.093 -0.731
C 2.464 4.529 3.758 -0.029 -0.014 -0.082 -0.784
C 2.129 4.741 2.433 0.026 -0.008 0.064 -1.054
C 1.546 3.693 1.734 -0.011 0.103 -0.028 -0.208
N 1.275 2.511 2.265 -0.068 -0.059 0.012 0.581
H 1.030 1.806 5.976 -0.033 -0.035 -0.072 0.254
H 0.605 0.868 8.070 0.007 0.051 0.017 0.378
H -0.207 -1.081 9.351 -0.007 0.000 0.024 0.367
H -0.561 -3.249 8.198 -0.016 -0.032 0.018 0.373
H -0.115 -3.429 5.773 -0.039 -0.049 -0.035 0.402
H 2.478 3.101 5.348 -0.008 -0.037 0.056 0.671
H 2.947 5.302 4.341 0.012 0.033 0.014 0.406
H 2.326 5.679 1.939 0.009 0.068 -0.031 0.509
H 1.292 3.811 0.688 -0.041 0.037 -0.080 0.368
N -3.523 -3.823 1.105 -0.117 -0.111 0.162 -0.280
C -3.308 -3.441 -0.164 -0.025 -0.062 -0.060 -0.059
N -2.439 -2.569 -0.477 -0.215 -0.027 -0.194 -0.277
C -2.947 -0.867 -2.258 -0.028 0.059 0.053 2.107
C -2.140 -0.078 -3.240 0.043 0.061 -0.130 -0.520
C -2.497 0.088 -4.508 0.064 0.006 0.108 -0.302
C -3.686 -0.560 -5.059 -0.064 -0.031 0.003 -1.111
C -4.471 -1.329 -4.313 -0.006 0.040 -0.082 -1.224
C -4.205 -1.596 -2.863 -0.097 0.049 0.011 1.945
S -4.273 -4.154 -1.480 -0.029 -0.079 -0.044 -0.577
H -2.920 -3.422 1.813 0.049 0.016 0.065 0.022
H -4.093 -4.619 1.314 0.006 0.027 0.011 0.188
H -1.243 0.390 -2.849 0.044 0.018 0.005 -0.223
H -1.892 0.691 -5.171 0.074 0.041 -0.030 0.481
H -3.918 -0.402 -6.104 -0.027 0.003 -0.051 0.375
H -5.355 -1.795 -4.735 -0.043 -0.031 -0.023 0.377
```
Positions in Å, forces in eV/Å.

total charge = -1
total energy = -7740.97642 Eh
HOMO = -4.5 eV
energy above the lowest of the compared OMol25 structures with the same formula, charge and spin = 90.3 kcal per mole
Kohn-Sham gap = 6.430 eV

***

Record 4
Molecular formula: C20H11BF6O7
Method: DFT, ωB97M-V/def2-TZVPD

```
45
Properties=species:S:1:pos:R:3:forces:R:3:nbo_charge:R:1
C 5.065 -1.766 -1.554 -0.044 -0.024 -0.185 -0.176
C 4.171 -1.185 -0.991 -1.213 -0.390 -0.548 -0.051
C 2.845 -0.651 -0.627 0.534 1.077 0.776 0.003
C 1.661 -1.418 -0.662 -0.576 -0.503 0.023 0.038
C 1.755 -2.896 -1.076 0.262 0.553 -0.062 -0.565
C 1.349 -3.158 -2.552 0.584 -0.583 0.080 0.429
O 1.902 -4.045 -3.152 -0.198 0.132 0.021 -0.506
C 0.376 -0.871 -0.337 0.126 0.688 -0.256 -0.358
B -0.913 -1.834 -0.406 -0.050 -0.366 0.420 1.017
C -1.155 -2.934 0.753 -0.309 0.897 -0.352 -1.029
O -1.815 -1.764 -1.451 1.209 -0.526 0.548 -0.859
C 0.275 0.496 0.034 0.906 -0.340 0.744 0.021
C -1.056 1.230 0.364 1.273 -0.135 -1.031 0.505
O -1.507 1.926 -0.500 -0.656 0.120 0.662 -0.447
C -1.717 1.089 1.777 1.198 -1.031 0.750 0.556
F -0.864 0.296 2.517 -0.497 0.154 -0.369 -0.321
F -1.781 2.257 2.444 -0.390 -0.312 -0.948 -0.276
C -3.116 0.371 1.812 -0.984 0.659 0.732 0.583
F -3.721 0.785 2.966 0.326 -0.159 -0.550 -0.300
F -3.023 -0.973 1.914 0.435 0.599 -0.559 -0.296
C -4.113 0.741 0.662 -1.203 -0.193 0.966 0.560
F -5.316 0.165 1.017 0.535 0.273 0.046 -0.315
F -3.790 0.180 -0.512 0.383 0.612 0.547 -0.281
C -4.426 2.271 0.514 0.078 1.060 -1.227 0.713
O -4.490 2.732 -0.591 -0.017 -0.422 0.098 -0.527
O -4.660 3.040 1.599 0.306 -1.212 -0.023 -0.652
C 1.471 1.257 0.101 0.406 0.349 -0.146 -0.133
C 2.738 0.708 -0.215 -0.485 -0.065 -0.047 -0.098
C 3.979 1.620 -0.099 -0.811 0.559 -0.420 0.535
O 5.041 1.232 0.303 -0.021 -0.067 -0.184 -0.472
C 3.721 3.085 -0.497 -0.136 -0.933 0.257 -0.236
C 2.532 3.595 -0.180 -0.354 0.223 -0.183 -0.254
C 1.464 2.741 0.518 0.824 -0.531 -0.726 0.555
O 0.705 3.168 1.348 -0.147 0.080 -0.246 -0.496
H 5.803 -2.294 -2.147 -0.302 0.422 0.618 0.252
H 2.811 -3.221 -0.989 -0.642 0.101 -0.203 0.270
H 1.192 -3.561 -0.389 0.095 0.504 -0.535 0.251
H 0.585 -2.562 -3.109 0.149 0.145 0.749 0.138
H -0.795 -2.564 1.734 0.100 -0.449 -0.569 0.255
H -2.255 -3.053 0.866 0.687 -0.396 -0.139 0.240
H -0.656 -3.873 0.447 -0.420 0.237 0.494 0.241
H -2.272 -2.621 -1.444 -0.470 0.514 -0.087 0.496
H -4.829 3.928 1.236 0.014 -0.191 0.062 0.509
H 4.500 3.686 -0.992 -0.281 -0.517 0.440 0.242
H 2.327 4.644 -0.455 -0.226 -0.611 0.563 0.240
```
Positions in Å, forces in eV/Å.

total charge = 0
SMILES string = C#Cc1c(CC=O)c(B(C)O)c(C(=O)C(F)(F)C(F)(F)C(F)(F)C(=O)O)c2c1C(=O)C=CC2=O
total energy = -1919.40364 Eh
HOMO = -9.6 eV
Kohn-Sham gap = 8.468 eV